Record 1
ORCA calculation (ωB97M-V with the def2-TZVPD basis set) on a 14-piece molecular cluster, C4H37NO16 overall at a distorted geometry.

```
58
Properties=species:S:1:pos:R:3:forces:R:3
H -0.379 -2.438 2.413 -0.208 -0.507 0.527
H 0.328 1.045 3.115 0.035 -1.117 0.637
N 2.055 -0.964 -0.115 -1.172 1.234 -0.645
O -0.940 3.271 -0.228 0.390 0.273 -0.229
H 1.651 2.450 2.620 -0.065 0.128 0.138
H 2.579 -1.248 3.167 -0.255 -0.198 0.169
C -0.353 -0.050 -0.505 -1.189 1.703 -0.827
H 2.651 0.762 -1.368 -0.360 0.120 0.293
O 2.192 -0.422 3.509 0.496 -0.604 -0.411
O -0.172 0.485 -1.809 1.405 0.245 -0.408
H 0.314 -1.819 0.605 -0.111 0.827 0.313
O -1.736 -0.397 -0.412 0.592 -0.367 0.403
H 2.648 -2.482 1.018 1.304 0.172 0.119
H -1.383 3.068 1.791 0.072 0.697 0.198
H -0.122 3.238 -0.771 -0.158 0.595 0.452
H -0.740 -3.823 3.061 0.261 0.396 -0.244
H 3.719 -0.621 -1.359 0.020 0.053 0.138
H -1.022 -0.081 -4.045 -0.037 -0.479 -0.434
H 1.953 3.382 -2.492 0.001 0.229 0.015
O -0.059 -3.357 2.552 -0.054 0.214 -0.203
H -1.550 -0.032 2.608 0.146 -0.242 0.007
H 2.221 -0.736 -2.194 0.239 -0.087 0.226
H -3.337 -1.004 -2.072 0.087 -0.075 0.096
O 1.322 -0.567 -4.240 -0.305 0.477 -0.787
H -1.572 3.081 3.388 0.185 -0.272 -0.736
O 1.348 3.217 -1.763 -0.174 -0.757 -0.161
H -0.959 0.678 -2.341 -0.668 -0.547 0.334
H 1.748 1.794 1.233 -0.312 -0.017 -0.199
C 0.597 -1.256 -0.288 0.439 -1.273 0.414
O -0.086 1.109 3.986 -0.725 1.261 0.252
O 2.267 2.064 1.995 0.452 0.064 0.002
H 2.792 0.231 3.134 -0.165 0.427 0.083
O -3.418 1.664 0.080 -0.189 0.146 0.488
H 1.139 -2.988 -1.633 0.341 0.129 0.379
H -3.394 -2.512 -2.124 0.035 -0.130 -0.093
H -1.813 -0.910 1.343 0.248 -0.012 1.029
H -0.145 0.286 4.474 0.743 -0.326 -0.605
O -1.938 0.169 -3.880 -0.113 0.655 0.111
H -0.533 1.777 0.542 -0.245 -1.006 -1.346
H 0.056 -1.729 -2.291 0.499 -0.519 0.151
H 1.020 2.312 -1.931 0.213 0.038 0.029
C 0.350 -2.289 -1.379 -1.478 0.587 -1.650
H -3.505 1.793 1.038 0.356 0.125 0.001
O -1.598 -0.956 2.310 -0.404 0.159 -0.746
O -3.522 -1.736 -2.676 -0.159 0.126 0.159
H 1.488 -1.496 -4.422 -0.021 0.004 0.367
H -0.574 -2.869 -1.218 0.455 0.101 0.488
H -4.317 1.778 -0.239 -0.131 -0.086 -0.299
O -0.004 0.957 0.357 1.113 -0.337 2.096
H 2.142 -0.289 0.645 -0.096 -0.418 0.161
H 1.975 -3.297 1.923 0.476 -0.641 1.037
O 2.909 -3.021 1.807 -1.776 0.536 -0.977
H 1.223 -0.418 -3.295 -0.216 -0.236 -0.107
H -2.489 -0.627 -3.803 0.444 -0.129 -0.061
O -1.799 2.645 2.548 -0.620 -0.249 0.023
H -1.620 3.108 -0.884 -0.539 -0.017 0.106
C 2.670 -0.325 -1.301 0.612 -0.862 0.033
H -2.277 0.399 -0.183 0.283 -0.212 -0.309
```
Positions in Å, forces in eV/Å.

For the total energy, the calculation gives -1433.211056 hartree. As for the LUMO energy: -0.2 eV. For the energy relative to the best compared isomer or geometry (same formula, charge and spin), the calculation gives 3.491 eV.

***

Record 2
ORCA calculation (ωB97M-V with the def2-TZVPD basis set) on a 14-piece molecular cluster, C4H38N2O13S2 overall at a distorted geometry.

```
59
Properties=species:S:1:pos:R:3:forces:R:3
H -2.904 1.243 0.914 -1.166 -0.525 2.689
N 0.122 1.418 -0.070 -0.873 -0.118 -0.338
H -1.512 0.722 -3.272 0.600 1.056 -1.563
O -2.586 0.329 2.502 2.885 -0.289 -0.711
O 0.847 2.342 2.927 0.183 0.204 0.561
H 1.875 -2.031 1.329 -0.339 0.320 2.141
H -1.779 -2.157 -2.562 -1.812 0.024 2.151
H -1.848 1.713 3.033 -0.346 1.478 1.016
H -3.328 0.114 2.997 -2.396 -0.402 1.359
H 1.422 1.468 -3.052 -0.177 -0.147 0.041
H 2.138 2.568 -2.378 0.464 1.221 0.312
H 1.019 0.668 3.761 -0.698 1.022 0.150
H 0.397 -0.420 0.924 -0.378 0.250 0.225
H -2.052 2.499 4.347 -1.551 -0.544 3.573
O 1.713 -1.589 2.230 0.599 -1.357 -1.123
H 0.285 0.156 -4.108 1.608 -1.524 0.451
O -2.830 1.324 -0.004 1.789 0.289 -2.276
H 1.453 2.917 3.392 1.074 0.135 -0.256
H -2.972 0.689 -1.819 -1.235 0.669 -1.620
O 2.164 1.627 -2.456 -0.398 -0.228 -0.904
S 3.540 2.657 0.567 0.149 2.883 -1.030
C -2.390 -1.946 -1.555 0.242 -2.164 0.269
O 2.104 -2.539 -2.529 0.165 -0.040 -0.474
C 2.172 -0.050 -0.257 -2.828 -3.477 2.336
O 1.406 -3.669 0.638 2.738 -1.056 -1.047
H 4.743 2.718 -0.088 -0.314 -0.655 0.182
H 1.642 -2.342 2.846 0.053 0.142 -0.600
H 2.023 -3.879 -0.130 -1.116 0.362 1.376
O -0.926 1.345 -3.820 0.092 -5.073 -1.177
O 0.877 -0.202 4.167 -1.971 2.286 2.039
H 0.389 -1.608 -1.678 -0.209 0.156 0.921
H 1.547 -0.593 3.703 3.069 -2.368 -1.722
H 0.652 -3.330 0.204 -1.762 0.614 -0.862
N -1.420 -1.440 -0.524 -0.498 0.256 -0.839
H 0.386 1.879 0.796 0.183 0.237 -0.221
H -1.895 -0.421 2.825 -0.801 0.464 -0.648
C 0.563 0.021 -0.047 1.887 -0.021 -1.882
H 2.419 -1.169 0.007 0.073 2.172 -1.077
H -3.170 -1.181 -1.687 0.231 -0.423 -0.566
C -0.192 -0.840 -1.141 -0.984 1.669 0.171
H -3.490 1.897 -2.393 -1.162 4.915 1.400
H -2.041 -0.712 -0.130 1.311 -0.127 0.449
O -3.345 1.074 -2.692 1.952 -5.525 0.583
O 0.995 -0.579 -3.936 -1.025 1.679 -0.828
O -1.717 2.613 3.519 1.606 -0.602 -4.205
H -0.207 -0.904 3.493 -1.391 -1.098 0.130
H 2.214 -3.277 -3.154 -0.122 0.667 0.224
H 0.048 2.632 3.399 -1.160 -0.318 -0.426
H 0.425 1.948 -0.913 -0.033 -0.802 1.214
H -0.435 -0.095 -1.977 0.128 -0.861 1.120
H 1.846 -0.122 -3.880 -0.107 0.092 -0.368
H -1.086 2.083 -3.347 -0.643 4.385 2.140
H -3.016 -2.899 -1.051 1.937 2.176 -1.831
O -1.014 -1.517 3.164 1.709 0.748 -1.162
S 3.053 0.831 0.966 0.877 -2.040 1.943
H 1.771 -1.754 -3.047 0.086 -1.386 0.441
H 2.404 0.175 -1.224 0.885 0.273 -2.122
H -0.673 -1.735 2.254 -0.713 -0.084 1.054
H -1.828 1.331 0.019 -0.364 0.410 -0.782
```
Positions in Å, forces in eV/Å.

For the total energy, the calculation gives -2059.100428 hartree. As for the LUMO energy: 0.1 eV. For the energy relative to the best compared isomer or geometry (same formula, charge and spin), the calculation gives 0.348 eV.

***

Record 3
ORCA calculation (ωB97M-V with the def2-TZVPD basis set) on a 16-piece molecular cluster, C4H39NO15 overall at a distorted geometry.

```
59
Properties=species:S:1:pos:R:3:forces:R:3
H -2.926 -0.022 0.246 -1.149 0.100 -0.196
H -2.796 -3.879 0.771 0.226 0.523 -1.418
H 3.158 2.944 -1.763 -0.613 0.453 -0.534
H 0.922 0.477 -4.203 0.619 -1.691 -0.438
C -1.236 -3.246 2.601 0.642 -0.472 -0.052
H 1.455 3.374 3.922 0.366 0.090 -0.010
H 0.648 -1.720 3.692 -0.476 1.010 0.119
C -0.603 -0.149 2.440 -0.361 0.634 1.153
O 2.190 -1.786 -1.346 -0.341 0.822 0.918
H -1.940 -3.952 2.198 0.386 -0.189 -1.148
H 2.784 0.207 1.279 0.016 0.550 0.432
N -0.084 -2.500 0.620 1.096 0.274 -0.853
H 0.156 1.743 -0.630 -0.454 0.848 0.498
C 0.361 -1.360 2.695 1.100 1.240 -0.565
O -3.815 0.241 0.596 1.569 -0.246 -0.717
O 1.498 4.291 -0.755 -0.717 1.360 1.754
O -3.006 3.289 -0.694 0.804 1.459 0.687
H 0.665 3.862 -0.422 1.109 -0.486 -0.686
H 0.174 -3.868 -2.109 -0.303 -0.964 1.385
H -0.913 2.904 -0.542 0.094 -0.750 0.532
H -0.851 1.953 4.415 1.136 -0.487 -0.266
H -0.759 -3.016 0.078 0.066 -0.150 0.137
H 3.362 1.081 -0.856 0.270 0.545 -0.746
C -0.269 -2.503 2.005 -1.076 -1.134 -1.311
H -1.367 2.907 3.283 0.596 -0.281 0.163
H -3.353 2.608 -0.118 -0.228 -0.767 -0.589
O 0.753 2.862 3.525 0.366 0.505 0.362
H -0.124 0.758 2.034 0.377 -0.350 0.704
H -3.529 0.508 1.467 -0.323 0.202 0.852
O -2.048 -1.310 -2.398 -0.218 0.104 0.717
O 2.771 1.018 1.820 -0.659 -0.660 0.362
H 0.870 -2.442 0.173 -1.593 0.151 1.148
H -1.280 -3.529 3.620 0.312 1.175 1.440
H -0.272 -2.498 -3.981 -0.490 0.313 -0.438
H 4.470 -0.041 -0.741 -1.370 0.443 0.073
O 3.530 0.197 -0.532 1.465 -0.632 0.068
O -1.488 2.596 4.179 -3.256 0.796 0.642
O -0.371 -1.593 -4.354 0.346 0.304 -0.849
O 0.166 0.949 -3.942 0.800 4.185 0.180
H 2.307 -1.878 -2.280 1.067 0.528 -0.827
H -0.567 0.458 -3.689 -1.275 -1.926 0.335
H -1.151 -1.201 -2.759 -0.417 -0.429 0.051
H 3.398 1.558 1.355 0.457 0.494 -0.137
H 1.133 -2.675 -2.443 -1.485 -1.065 0.356
H -1.149 -1.475 -4.918 0.290 -0.549 0.276
H 2.362 -0.816 -1.126 0.186 -1.518 -0.417
O -2.701 -3.516 -0.150 0.107 -1.154 1.042
H -2.900 3.067 -1.612 -0.515 -0.832 -0.266
H -1.266 -0.358 1.609 -0.359 -0.622 0.139
H 2.655 2.287 -3.128 0.316 0.427 0.842
H -1.190 0.128 3.345 0.251 -0.235 -0.786
O -0.176 2.468 -0.050 -0.642 -0.605 -0.784
H -2.023 -2.134 -1.886 0.093 0.308 -0.160
O 3.391 2.346 -2.487 -0.003 -0.541 -0.073
O 0.458 -3.301 -2.792 1.102 0.795 -1.188
H 1.515 4.989 -0.046 0.660 -0.575 -1.227
H 1.259 -0.903 2.209 -0.140 -1.486 0.296
H 1.104 2.442 2.756 0.861 -0.556 -0.886
H -3.366 -2.841 -0.180 -0.688 0.719 -0.098
```
Positions in Å, forces in eV/Å.

For the total energy, the calculation gives -1359.034731 hartree. As for the LUMO energy: -0.2 eV. For the energy relative to the best compared isomer or geometry (same formula, charge and spin), the calculation gives 5.238 eV.

***

Record 4
ORCA calculation (ωB97M-V with the def2-TZVPD basis set) on C4H3BiLiO as an isolated structure at a distorted geometry.

```
10
Properties=species:S:1:pos:R:3:forces:R:3
Bi 2.388 0.417 -0.564 -0.179 -2.314 0.174
C -1.120 0.371 -0.189 4.081 0.994 -0.415
C -0.353 1.405 -0.547 -8.736 -5.316 1.875
O 0.812 1.704 -0.752 2.120 1.956 -0.794
C 1.102 -2.037 0.225 2.325 -0.580 0.238
H -1.777 1.471 -0.743 1.752 2.110 -0.927
H -2.003 -0.259 -0.126 -0.501 0.470 -0.156
H 1.855 -2.778 0.454 -0.258 -0.374 -0.097
Li -1.092 0.939 2.159 -0.441 0.099 0.716
C 0.188 -1.233 0.084 -0.163 2.955 -0.613
```
Positions in Å, forces in eV/Å.

For the total energy, the calculation gives -450.041258 hartree. The total charge is +3. As for the LUMO energy: -16.7 eV. For the energy relative to the best compared isomer or geometry (same formula, charge and spin), the calculation gives 1.026 eV.